1.
The following is a DFT calculation (wB97M-V/def2-TZVPD) of a molecular structure, C32H76AsF6N8O8 at a distorted geometry.

The geometry in XYZ format:
```
131
Properties=species:S:1:pos:R:3
C -2.432 6.384 2.033
C -3.900 6.894 2.141
N -4.347 7.508 0.821
C -4.075 8.798 0.444
C -4.386 8.831 -0.866
N -4.802 7.648 -1.222
C -4.911 6.851 -0.155
C -5.487 7.439 -2.496
H -1.745 7.231 2.089
H -2.215 5.748 1.164
H -2.277 5.801 2.939
H -4.049 7.476 3.021
H -4.509 5.996 2.274
H -3.686 9.592 1.061
H -4.254 9.694 -1.536
H -5.093 5.800 -0.132
H -6.354 8.039 -2.695
H -5.787 6.416 -2.420
H -4.813 7.570 -3.372
C -0.701 -4.560 -4.324
C -1.721 -5.453 -3.654
N -3.084 -5.173 -4.067
C -3.637 -5.549 -5.254
C -4.837 -4.997 -5.397
N -5.114 -4.380 -4.221
C -4.011 -4.418 -3.425
C -6.235 -3.568 -3.908
H -0.773 -4.534 -5.400
H 0.301 -4.975 -4.194
H -0.579 -3.553 -3.910
H -1.685 -5.336 -2.558
H -1.506 -6.529 -3.852
H -3.024 -6.055 -5.939
H -5.558 -5.181 -6.182
H -3.805 -4.034 -2.447
H -6.872 -4.097 -3.186
H -6.763 -3.423 -4.878
H -5.983 -2.591 -3.545
C 0.274 -0.231 -1.953
C -0.271 0.183 -0.569
C -0.308 1.762 -0.410
O -1.023 2.464 -1.372
C -0.440 3.020 -2.474
N -1.691 -0.224 -0.456
H -1.936 -0.288 0.526
H -2.241 0.511 -0.933
H -1.928 -1.083 -0.851
H 0.860 0.586 -2.378
H -0.495 -0.536 -2.652
H 0.933 -1.091 -1.879
H 0.286 -0.258 0.259
H 0.732 2.208 -0.291
H -0.817 2.082 0.527
H -0.025 4.020 -2.227
H -1.306 3.307 -3.117
H 0.354 2.431 -2.935
C -0.940 -3.716 6.245
C -1.014 -4.080 4.841
C -1.709 -5.437 4.709
O -0.845 -6.527 5.004
C -1.536 -7.706 4.910
N -1.879 -3.182 3.993
H -2.824 -3.090 4.339
H -1.550 -2.245 3.906
H -2.042 -3.467 2.951
H -0.601 -2.693 6.430
H -0.221 -4.407 6.697
H -1.846 -4.069 6.708
H -0.035 -4.173 4.343
H -2.054 -5.651 3.678
H -2.500 -5.508 5.485
H -0.869 -8.509 5.199
H -1.712 -7.859 3.832
H -2.444 -7.838 5.499
C 3.233 -2.551 5.517
C 3.418 -2.356 4.006
C 2.810 -3.529 3.106
O 1.521 -3.134 2.506
C 1.165 -3.813 1.337
N 2.941 -1.004 3.625
H 2.844 -1.020 2.587
H 1.270 -0.381 3.777
H 3.536 -0.301 3.950
H 2.212 -2.299 5.703
H 3.849 -1.888 6.090
H 3.479 -3.582 5.818
H 4.525 -2.524 3.963
H 2.773 -4.406 3.796
H 3.516 -3.753 2.286
H 0.622 -3.151 0.649
H 0.486 -4.660 1.624
H 2.016 -4.242 0.807
C 12.981 4.161 -4.228
C 11.606 3.631 -4.562
C 10.560 4.340 -3.759
O 9.240 4.077 -4.314
C 8.200 4.998 -3.879
N 11.275 3.943 -6.018
H 10.441 3.455 -6.349
H 11.031 4.872 -6.205
H 12.007 3.582 -6.645
H 13.337 3.924 -3.199
H 12.962 5.243 -4.224
H 13.777 3.738 -4.876
H 11.548 2.512 -4.492
H 10.707 5.458 -3.870
H 10.590 4.023 -2.712
H 7.397 5.063 -4.659
H 8.686 5.993 -3.846
H 7.812 4.801 -2.903
As -4.614 2.315 0.404
F -2.998 2.825 0.767
F -5.155 3.747 1.274
F -6.233 1.816 0.158
F -3.961 0.985 -0.483
F -4.590 1.405 1.881
F -4.630 3.315 -0.981
C -1.667 1.133 3.836
C -0.441 0.430 3.164
O -0.310 0.138 2.018
O 0.387 0.087 4.120
H -1.899 0.913 4.884
H -2.541 0.916 3.238
H -1.464 2.219 3.842
C -3.071 -5.148 0.462
C -2.527 -3.658 0.407
O -2.194 -3.091 1.523
O -2.560 -3.112 -0.716
H -3.916 -5.164 1.135
H -2.272 -5.821 0.851
H -3.343 -5.481 -0.526
```

The spin multiplicity is 1. The total energy is -5139.0788 a.u. As for the total charge: +3.

Mulliken atomic charge list, values in e, 99 entries:
1. C -0.924
2. C -0.476
3. N 0.145
4. C -0.470
5. C -0.273
6. N 0.126
7. C -0.034
8. C -0.885
9. H 0.388
10. H 0.245
11. H 0.321
12. H 0.383
13. H 0.209
14. H 0.415
15. H 0.424
16. H 0.354
17. H 0.359
18. H 0.341
19. H 0.330
20. C -0.994
21. C -0.230
22. N 0.263
23. C -0.512
24. C -0.232
25. N 0.198
26. C -0.555
27. C -0.879
28. H 0.369
29. H 0.396
30. H 0.176
31. H 0.051
32. H 0.363
33. H 0.490
34. H 0.410
35. H 0.584
36. H 0.310
37. H 0.339
38. H 0.382
39. C -1.577
40. C 0.690
41. C -0.933
42. O -0.145
43. C -0.674
44. N 0.152
45. H 0.144
46. H 0.513
47. H 0.045
48. H 0.284
49. H 0.403
50. H 0.383
51. H 0.389
52. H 0.432
53. H 0.121
54. H 0.278
55. H 0.232
56. H 0.276
57. C -1.510
58. C 1.035
59. C -0.496
60. O -0.344
61. C -0.751
62. N 0.162
63. H 0.451
64. H -0.014
65. H 0.258
66. H 0.431
67. H 0.423
68. H 0.391
69. H -0.337
70. H 0.187
71. H 0.308
72. H 0.281
73. H 0.304
74. H 0.304
75. C -1.534
76. C 0.340
77. C -0.615
78. O -0.169
79. C -0.373
80. N -0.586
81. H 0.217
82. H 0.512
83. H 0.212
84. H 0.281
85. H 0.432
86. H 0.408
87. H 0.183
88. H 0.191
89. H 0.496
90. H -0.113
91. H 0.130
92. H 0.406
93. C -1.324
94. C 0.236
95. C -0.732
96. O -0.345
97. C -0.656
98. N -0.301
99. H 0.365

=====

2.
The following is a DFT calculation (wB97M-V/def2-TZVPD) of a molecular structure, C32H77N4O5PS2Si8W.

The geometry in XYZ format:
```
130
Properties=species:S:1:pos:R:3
W 0.965 0.508 -0.056
O 0.379 0.717 2.022
N 0.957 1.222 3.103
C 0.288 0.943 4.252
C 0.661 1.463 5.457
C 1.770 2.305 5.512
C 2.463 2.547 4.354
C 2.068 1.998 3.128
S 3.033 2.372 1.734
H -0.567 0.304 4.104
H 0.086 1.210 6.335
H 2.094 2.740 6.447
H 3.358 3.153 4.350
C -2.543 -0.707 2.965
Si -3.062 -0.817 1.150
C -2.826 -2.585 0.561
C -4.953 -0.738 1.140
Si -1.821 0.794 -0.085
Si -2.614 2.711 1.095
C -4.345 2.570 1.864
C -2.827 4.238 -0.017
C -1.654 3.177 2.665
Si -3.355 0.997 -1.920
C -5.070 1.661 -1.456
C -2.841 2.177 -3.306
C -3.775 -0.606 -2.829
H -3.073 -1.442 3.577
H -2.746 0.288 3.370
H -1.471 -0.904 3.039
H -3.264 -3.274 1.288
H -1.790 -2.871 0.393
H -3.370 -2.707 -0.376
H -5.284 -1.531 1.819
H -5.345 -0.983 0.152
H -5.401 0.194 1.473
H -5.141 2.359 1.155
H -4.554 3.547 2.316
H -4.391 1.829 2.664
H -3.700 4.107 -0.659
H -1.973 4.446 -0.659
H -3.025 5.120 0.602
H -1.811 2.395 3.411
H -2.077 4.097 3.085
H -0.584 3.315 2.522
H -5.066 2.688 -1.095
H -5.597 1.049 -0.729
H -5.651 1.646 -2.384
H -2.513 3.152 -2.941
H -3.701 2.336 -3.964
H -2.044 1.741 -3.906
H -4.112 -1.400 -2.160
H -2.937 -0.995 -3.406
H -4.593 -0.387 -3.522
C 3.668 -0.260 1.611
C 2.871 0.758 0.846
O 3.008 0.794 -0.489
H 3.717 -1.160 1.020
H 3.200 -0.502 2.565
H 4.686 0.095 1.803
C -0.615 7.130 0.304
C -0.197 5.933 1.154
C 0.573 4.909 0.388
N 0.270 3.667 0.298
N 1.155 2.920 -0.436
C 2.156 3.646 -0.889
N 3.218 3.184 -1.585
S 2.026 5.318 -0.482
H -1.176 7.844 0.906
H -1.249 6.812 -0.524
H 0.250 7.653 -0.109
H -1.066 5.426 1.567
H 0.413 6.265 1.998
H 3.421 2.202 -1.377
H 4.009 3.802 -1.652
C 0.469 2.854 -3.458
O 1.342 1.727 -3.410
P 1.062 0.382 -2.574
O -0.221 -0.263 -3.261
C -0.305 -0.429 -4.683
O 2.308 -0.441 -3.127
C 3.322 0.055 -4.006
H 1.093 3.746 -3.420
H -0.231 2.854 -2.624
H -0.084 2.838 -4.395
H -0.940 0.356 -5.095
H -0.754 -1.400 -4.872
H 0.679 -0.390 -5.149
H 2.924 0.207 -5.009
H 4.102 -0.701 -4.026
H 3.729 0.996 -3.640
C -1.487 -3.031 -2.273
Si 0.242 -3.554 -1.720
C 0.011 -5.339 -1.143
C 1.199 -3.597 -3.357
Si 1.278 -2.207 -0.032
Si 0.935 -3.432 2.003
C 1.769 -5.133 2.032
C -0.790 -3.920 2.590
C 1.672 -2.477 3.462
Si 3.478 -3.184 -0.421
C 4.402 -2.291 -1.805
C 4.735 -3.229 1.019
C 3.485 -5.009 -0.939
H -1.542 -3.063 -3.365
H -1.753 -2.029 -1.947
H -2.236 -3.725 -1.892
H -0.477 -5.895 -1.950
H -0.656 -5.367 -0.278
H 0.930 -5.858 -0.882
H 0.664 -4.283 -4.022
H 2.232 -3.930 -3.293
H 1.204 -2.613 -3.823
H 1.308 -5.814 1.315
H 1.583 -5.540 3.032
H 2.843 -5.139 1.870
H -1.270 -4.618 1.903
H -1.472 -3.094 2.763
H -0.642 -4.441 3.542
H 2.762 -2.440 3.426
H 1.384 -2.967 4.396
H 1.298 -1.452 3.485
H 4.384 -1.208 -1.670
H 3.940 -2.522 -2.765
H 5.441 -2.632 -1.832
H 5.390 -2.358 1.046
H 5.372 -4.101 0.841
H 4.295 -3.342 2.009
H 2.865 -5.257 -1.796
H 3.217 -5.678 -0.122
H 4.524 -5.226 -1.211
```

The spin multiplicity is 3. The total energy is -5381.6154 a.u. The value obtained for the energy above the lowest of the compared OMol25 structures with the same formula, charge and spin is 1.1250 eV.

Mulliken atomic charge list, values in e, 99 entries:
1. W -0.186
2. O -0.248
3. N 0.621
4. C 0.251
5. C -1.000
6. C -0.742
7. C -1.024
8. C 1.132
9. S -0.477
10. H -0.426
11. H 0.538
12. H 0.410
13. H 0.515
14. C -0.144
15. Si -0.157
16. C -0.065
17. C -1.236
18. Si 1.156
19. Si 0.181
20. C -1.307
21. C -0.915
22. C -0.912
23. Si 0.722
24. C -1.265
25. C -0.956
26. C -0.929
27. H 0.636
28. H 0.436
29. H -0.872
30. H 0.675
31. H -0.948
32. H 0.373
33. H 0.430
34. H 0.236
35. H 0.432
36. H 0.408
37. H 0.415
38. H 0.348
39. H 0.457
40. H -0.022
41. H 0.476
42. H 0.400
43. H 0.515
44. H -0.039
45. H 0.377
46. H 0.309
47. H 0.476
48. H 0.301
49. H 0.566
50. H -0.148
51. H 0.303
52. H -0.038
53. H 0.551
54. C 0.672
55. C 0.747
56. O -1.156
57. H -1.862
58. H 0.168
59. H 0.504
60. C -1.354
61. C 0.016
62. C -0.011
63. N 0.184
64. N 0.350
65. C -0.621
66. N -0.093
67. S -0.404
68. H 0.409
69. H 0.292
70. H 0.440
71. H -0.464
72. H 0.469
73. H 0.244
74. H 0.269
75. C -0.418
76. O -0.401
77. P -0.619
78. O 0.538
79. C -1.158
80. O 0.460
81. C -0.959
82. H 0.316
83. H -0.209
84. H 0.432
85. H 0.368
86. H 0.252
87. H 0.254
88. H 0.293
89. H 0.264
90. H 0.201
91. C -0.512
92. Si 0.348
93. C -1.423
94. C -0.866
95. Si 1.025
96. Si 0.303
97. C -1.200
98. C -1.100
99. C -0.907

=====

no.,molar mass (g/mol)
1,889.9
2,1101.6